1.
Here is C40H34HgN8O3Te as an isolated structure from OMol25. Energies are from wB97M-V/def2-TZVPD.

Each line ends with the Löwdin spin population.
Positions of all 87 atoms, in Å:
Hg -0.7517 -2.5789 -1.1523  0.00
C -3.6366 -0.1941 -1.9063  0.00
O -2.5972 -0.4681 -0.9841  0.00
C -2.9192 -0.3277 0.3498  0.02
C -3.7434 0.7053 0.7616  0.00
C -4.0425 0.8940 2.1050  0.04
C -3.4880 0.0264 3.0328  0.00
C -2.6510 -1.0015 2.6286  0.04
C -2.3310 -1.2181 1.2733  0.01
N -1.4679 -2.2165 0.8503  0.16
N -0.7873 -2.7730 1.8640  0.33
C 0.1991 -3.7037 1.7516  -0.02
C 0.6670 -4.4586 0.6158  0.11
O 0.1244 -4.4409 -0.5795  0.10
C 1.7847 -5.3188 0.7776  0.00
C 2.4222 -5.5142 1.9648  0.12
C 1.9814 -4.8315 3.1276  0.01
C 2.6158 -5.0267 4.3756  0.02
C 2.2028 -4.3610 5.4981  -0.02
C 1.1288 -3.4568 5.4042  0.02
C 0.4982 -3.2504 4.2026  -0.01
C 0.8883 -3.9361 3.0269  0.04
H -3.6545 0.8635 -2.1807  0.00
H -4.6078 -0.4762 -1.4963  0.00
H -3.4370 -0.7824 -2.7989  0.00
H -4.1431 1.3853 0.0189  0.00
H -4.6838 1.7117 2.4120  0.00
H -3.7075 0.1521 4.0874  0.00
H -2.2251 -1.6828 3.3472  0.01
H 2.1077 -5.8417 -0.1162  0.00
H 3.2654 -6.1926 2.0335  0.01
H 3.4468 -5.7236 4.4244  0.00
H 2.6969 -4.5268 6.4484  0.00
H 0.7983 -2.9186 6.2853  0.00
H -0.3190 -2.5468 4.1329  0.00
N -0.6309 0.4641 -3.8484  0.00
C 0.1733 -0.2676 -2.9452  0.00
O 0.0033 -1.5581 -2.9891  0.00
C 1.0305 0.4439 -2.1354  0.00
C 0.8931 1.9245 -2.1656  0.00
N 1.6744 2.7514 -2.6765  0.00
C 1.8257 -0.1544 -1.0286  0.00
N 1.9250 0.7273 0.1697  0.00
H -1.0894 -0.1805 -4.4730  0.00
H -0.1289 1.1769 -4.3640  0.00
N 2.7094 -2.2136 -2.1546  0.00
C 2.6977 -1.3720 -1.0109  0.00
C 3.9474 -1.3852 -0.2448  0.00
C 4.0237 -0.6393 0.8476  0.00
C 2.8260 0.1141 1.2021  0.00
C 1.4767 -0.4637 0.9349  0.00
N 1.3704 -1.3458 -0.2308  0.00
H 2.7710 -3.1812 -1.8527  0.00
H 1.8506 -2.1176 -2.6866  0.00
H 4.7534 -2.0090 -0.6118  0.00
H 4.8988 -0.5936 1.4826  0.00
H 2.8602 0.7558 2.0734  0.00
H 0.6826 -0.4680 1.6741  0.00
Te -1.0975 2.8795 -1.7032  0.00
C -0.7619 3.6131 0.2899  0.00
C 0.4818 3.5449 0.9065  0.00
C 0.6525 4.0797 2.1767  0.00
C -0.4089 4.6953 2.8291  0.00
C -1.6429 4.7876 2.1999  0.00
C -1.8174 4.2494 0.9316  0.00
C -0.2116 4.3796 -2.7882  0.00
C -0.6389 5.7144 -2.6328  0.00
C 0.2582 6.7291 -2.4052  0.00
C 1.5749 6.3693 -1.9239  0.00
C 2.0440 5.1103 -2.0101  0.00
C 1.2978 4.1415 -2.8856  0.00
H 1.3101 3.0629 0.4101  0.00
H 1.6222 4.0125 2.6590  0.00
H -0.2778 5.1070 3.8220  0.00
H -2.4743 5.2682 2.7029  0.00
H -2.7843 4.3287 0.4424  0.00
H -1.7046 5.9330 -2.6666  0.00
H -0.0703 7.7602 -2.3644  0.00
H 2.1421 7.1177 -1.3763  0.00
H 2.9445 4.7749 -1.5057  0.00
H 1.5839 4.3404 -3.9313  0.00
C -2.7700 -2.9507 -5.4294  0.00
C -2.5708 -3.2870 -4.0230  0.00
N -2.4043 -3.5509 -2.9196  0.00
H -2.4374 -1.9315 -5.6166  0.00
H -3.8247 -3.0309 -5.6838  0.00
H -2.1925 -3.6266 -6.0567  0.00

highest occupied orbital energy (spin up / spin down) = -2.80 / -3.95 eV
net charge = -1
spin multiplicity = 2
Kohn-Sham gap (spin up / spin down) = 4.66 / 5.81 eV



2.
Here is C40H34N3O3OsP2S as an isolated structure from OMol25. Energies are from wB97M-V/def2-TZVPD.

Each line ends with the Löwdin spin population.
Positions of all 84 atoms, in Å:
Os -0.0897 -0.4723 -0.2011  2.38
C 0.9579 2.7218 -0.6412  0.01
C 0.0232 2.5522 -1.8367  0.00
P -1.1524 1.1612 -1.5601  0.04
C -2.6521 1.8289 -0.7956  0.02
C -2.6954 3.0353 -0.0921  0.03
C -3.8886 3.4616 0.4772  0.00
C -5.0360 2.6922 0.3549  0.01
C -4.9946 1.4820 -0.3363  0.01
C -3.8073 1.0467 -0.8994  0.00
C -1.6321 0.6144 -3.2167  0.02
C -1.1496 -0.5952 -3.7146  0.01
C -1.4263 -0.9518 -5.0263  0.00
C -2.1794 -0.1061 -5.8280  0.00
C -2.6714 1.0913 -5.3217  0.00
C -2.4073 1.4582 -4.0125  0.00
P 1.7244 1.1006 -0.2037  0.07
C 2.5204 1.3216 1.3952  0.01
C 3.4725 0.3743 1.7902  0.00
C 4.1461 0.5326 2.9878  0.00
C 3.8794 1.6306 3.7980  0.00
C 2.9327 2.5686 3.4110  0.00
C 2.2393 2.4119 2.2212  0.00
C 2.9925 0.8677 -1.4679  0.03
C 2.6842 0.2214 -2.6638  0.01
C 3.6413 0.1362 -3.6603  0.00
C 4.9036 0.6777 -3.4563  0.00
C 5.2069 1.3237 -2.2652  0.00
C 4.2564 1.4239 -1.2626  0.01
H 0.4112 3.1092 0.2219  0.00
H 1.7698 3.4137 -0.8684  0.00
H 0.5868 2.3023 -2.7380  0.00
H -0.5293 3.4713 -2.0375  0.00
H -1.8146 3.6625 -0.0081  0.00
H -3.9311 4.4060 1.0041  0.00
H -5.9671 3.0444 0.7788  0.00
H -5.8954 0.8946 -0.4609  0.00
H -3.7761 0.1174 -1.4584  0.00
H -0.5626 -1.2544 -3.0820  0.00
H -1.0528 -1.8883 -5.4183  0.00
H -2.3902 -0.3847 -6.8516  0.00
H -3.2688 1.7407 -5.9476  0.00
H -2.8047 2.3870 -3.6203  0.00
H 3.6990 -0.4640 1.1448  0.00
H 4.8913 -0.1932 3.2847  0.00
H 4.4120 1.7603 4.7305  0.00
H 2.7465 3.4370 4.0287  0.00
H 1.5095 3.1600 1.9399  0.00
H 1.7107 -0.2350 -2.8115  0.00
H 3.4102 -0.3581 -4.5941  0.00
H 5.6571 0.5928 -4.2278  0.00
H 6.1869 1.7558 -2.1139  0.00
H 4.4925 1.9396 -0.3420  0.00
N -3.5350 -2.0299 1.8910  0.05
C -2.7012 -2.0822 0.8590  0.03
N -1.9297 -0.9964 0.7842  0.15
C -2.2880 -0.2045 1.8549  0.09
C -1.7849 1.0471 2.2853  0.26
C -2.3352 1.6131 3.4331  0.02
C -3.3492 0.9688 4.1198  0.15
C -3.8668 -0.2794 3.6963  0.22
C -3.3086 -0.8456 2.5616  0.01
H -4.1921 -2.7544 2.1545  0.00
H -2.6860 -2.8996 0.1530  0.00
H -0.9823 1.5328 1.7441  0.02
H -1.9656 2.5613 3.7977  0.00
H -3.7532 1.4297 5.0120  0.00
H -4.6672 -0.7621 4.2447  0.01
O -0.1809 -2.0827 3.0249  0.02
C 0.5633 -2.4684 2.1487  0.01
N 0.9486 -1.6986 1.0689  0.10
S 1.7287 -2.5853 -0.1029  0.03
O 3.0169 -2.0438 -0.3839  0.01
O 0.7542 -2.4668 -1.2126  0.13
C 1.7272 -4.1108 0.7823  0.01
C 2.2547 -5.3432 0.4630  0.00
C 2.1622 -6.3424 1.4274  0.00
C 1.5646 -6.0963 2.6594  0.00
C 1.0300 -4.8483 2.9623  0.00
C 1.1159 -3.8500 2.0097  0.00
H 2.7229 -5.5375 -0.4929  0.00
H 2.5669 -7.3215 1.2117  0.00
H 1.5115 -6.8856 3.3971  0.00
H 0.5686 -4.6454 3.9195  0.00

highest occupied orbital energy (spin up / spin down) = -16.30 / -16.30 eV
net charge = +3
spin multiplicity = 5
Kohn-Sham gap (spin up / spin down) = 7.43 / 3.64 eV



3.
Here is C40H34N8OPS5Ti as an isolated structure from OMol25. Energies are from wB97M-V/def2-TZVPD.

Each line ends with the Löwdin spin population.
Positions of all 90 atoms, in Å:
Ti 0.0287 0.0320 -0.2366  1.04
C -5.1627 1.4679 -1.8176  0.00
C -4.3540 1.9801 -0.8118  0.00
C -3.3052 1.2319 -0.2967  0.00
C -3.0203 -0.0466 -0.7884  0.00
C -3.8591 -0.5620 -1.7865  0.00
C -4.9091 0.1862 -2.2924  0.00
N -1.8800 -0.7296 -0.3494  0.00
C -1.9768 -2.0746 -0.0232  0.04
C -3.1443 -2.7706 0.3047  -0.01
C -3.0884 -4.1188 0.6161  0.04
C -1.8806 -4.8129 0.6060  -0.01
C -0.7096 -4.1451 0.2904  0.04
C -0.7602 -2.7867 0.0008  0.01
N 0.3247 -1.9960 -0.3630  0.26
N 1.3684 -2.5889 -0.8963  0.25
C 2.1281 -1.6848 -1.5631  0.05
C 3.2419 -2.1185 -2.3096  0.03
C 3.9117 -1.2184 -3.0911  0.03
C 3.4876 0.1201 -3.1300  0.06
C 2.4001 0.4759 -2.3764  0.01
N 1.7120 -0.3927 -1.6170  0.08
H -5.9812 2.0518 -2.2194  0.00
H -4.5484 2.9695 -0.4130  0.00
H -2.6869 1.6146 0.5056  0.00
H -3.6567 -1.5510 -2.1791  0.00
H -5.5294 -0.2321 -3.0768  0.00
H -4.0918 -2.2482 0.3328  0.00
H -4.0026 -4.6336 0.8870  0.00
H -1.8543 -5.8653 0.8588  0.00
H 0.2505 -4.6425 0.2824  0.00
H 3.5292 -3.1569 -2.2332  0.00
H 4.7712 -1.5324 -3.6705  0.00
H 4.0112 0.8640 -3.7130  0.00
H 2.0420 1.4991 -2.3592  0.00
N -0.3872 3.4893 -0.5214  0.01
C -0.7698 2.8064 -1.6200  0.01
N -0.5750 1.5285 -1.7821  0.01
C -1.0369 1.0983 -3.0287  0.00
C -0.9858 -0.2045 -3.5131  0.00
C -1.5114 -0.4688 -4.7648  0.00
C -2.0866 0.5393 -5.5375  0.00
C -2.1408 1.8401 -5.0674  0.00
C -1.6087 2.1004 -3.8151  0.00
S -1.5332 3.6194 -2.9622  0.00
H -0.2442 2.9100 0.3108  0.00
H -0.8038 4.3921 -0.3706  0.00
H -0.5589 -0.9961 -2.9100  0.00
H -1.4813 -1.4814 -5.1453  0.00
H -2.4970 0.3052 -6.5111  0.00
H -2.5875 2.6287 -5.6587  0.00
S 4.4184 -2.1728 1.2848  0.00
P 4.2460 -0.2092 1.2848  0.00
S 2.4272 0.6479 1.3352  0.01
C 5.1663 0.4768 2.7256  0.00
C 4.6952 1.5565 3.4637  0.00
C 5.4331 2.0499 4.5345  0.00
C 6.6486 1.4739 4.8690  0.00
C 7.1247 0.3941 4.1339  0.00
C 6.3852 -0.1044 3.0729  0.00
C 5.2170 0.5273 -0.0892  0.00
C 5.0124 1.8578 -0.4475  0.00
C 5.7752 2.4383 -1.4502  0.00
C 6.7460 1.6911 -2.1067  0.00
C 6.9499 0.3648 -1.7545  0.00
C 6.1871 -0.2156 -0.7484  0.00
H 3.7404 1.9957 3.2030  0.00
H 5.0503 2.8847 5.1090  0.00
H 7.2219 1.8583 5.7038  0.00
H 8.0699 -0.0662 4.3951  0.00
H 6.7347 -0.9658 2.5167  0.00
H 4.2397 2.4270 0.0554  0.00
H 5.6077 3.4728 -1.7247  0.00
H 7.3389 2.1424 -2.8933  0.00
H 7.7013 -0.2239 -2.2672  0.00
H 6.3203 -1.2556 -0.4739  0.00
S -1.7632 -1.5206 3.6042  0.00
C -0.1579 -1.7164 3.9357  0.00
N 0.6372 -0.8421 4.5721  0.00
C 2.0736 -1.0920 4.5299  0.00
C 2.2327 -2.5999 4.3782  0.00
S 0.7597 -3.1344 3.4615  0.00
H 0.2827 0.0996 4.6829  0.00
H 2.5439 -0.7349 5.4469  0.00
H 2.5146 -0.5743 3.6767  0.00
H 2.2599 -3.1062 5.3433  0.00
H 3.1247 -2.8379 3.8017  0.00
O -0.2568 2.0062 3.6373  0.00
C -0.3237 1.6052 2.5253  0.00
N -0.3993 1.2408 1.3933  0.00

highest occupied orbital energy (spin up / spin down) = -4.00 / -4.44 eV
net charge = -1
spin multiplicity = 3
Kohn-Sham gap (spin up / spin down) = 5.97 / 6.22 eV



4.
Here is C40H35BrCdN2O2P2 as an isolated structure from OMol25. Energies are from wB97M-V/def2-TZVPD.

Each line ends with the Mulliken charge.
Positions of all 83 atoms, in Å:
Cd -0.2296 0.4704 -1.7144  1.55
C 1.6235 0.7997 1.0770  -1.00
C 2.4276 -0.2527 0.2980  -0.85
P 2.1248 -0.3050 -1.5017  -0.44
C 3.4157 0.5739 -2.3976  1.37
C 4.5049 1.1591 -1.7551  -0.27
C 5.4768 1.8096 -2.5045  -0.71
C 5.3651 1.8716 -3.8854  -0.57
C 4.2837 1.2779 -4.5282  -0.73
C 3.3123 0.6292 -3.7876  -0.70
C 2.2202 -2.0220 -2.0414  1.17
C 1.2213 -2.5651 -2.8466  -0.53
C 1.3300 -3.8671 -3.3183  -0.65
C 2.4394 -4.6296 -2.9783  -0.44
C 3.4399 -4.0921 -2.1762  -0.83
C 3.3370 -2.7912 -1.7113  -0.55
P 2.0962 2.5842 0.8269  -0.08
C 1.1647 2.9411 -0.7403  0.07
C -0.2315 2.8264 -0.8465  -1.02
C -0.8653 2.9955 -2.0863  -0.29
C -0.1122 3.3137 -3.2215  -0.64
C 1.2508 3.5175 -3.0984  -0.60
C 1.8777 3.3379 -1.8668  -0.12
C 0.9470 3.3913 1.9928  0.62
C 1.1070 4.7708 2.1282  -0.53
C 0.2632 5.5019 2.9486  -0.67
C -0.7377 4.8582 3.6636  -0.50
C -0.8888 3.4835 3.5560  -0.81
C -0.0542 2.7511 2.7215  -0.04
H 1.7883 0.6157 2.1414  0.97
H 0.5502 0.6396 0.9087  -0.04
H 2.1548 -1.2484 0.6585  0.48
H 3.4989 -0.1498 0.4778  0.80
H 4.6074 1.1403 -0.6788  0.18
H 6.3223 2.2641 -2.0061  0.47
H 6.1269 2.3742 -4.4662  0.45
H 4.2054 1.3163 -5.6063  0.47
H 2.4754 0.1608 -4.2957  0.44
H 0.3522 -1.9747 -3.1256  0.18
H 0.5574 -4.2812 -3.9524  0.46
H 2.5275 -5.6438 -3.3441  0.45
H 4.3092 -4.6846 -1.9241  0.49
H 4.1346 -2.3754 -1.1062  0.43
H -0.8147 2.6364 0.0524  0.63
H -1.9458 2.9588 -2.1613  0.50
H -0.6075 3.4612 -4.1720  0.51
H 1.8342 3.8182 -3.9585  0.49
H 2.9455 3.4939 -1.7870  0.55
H 1.9050 5.2762 1.5946  0.40
H 0.3973 6.5711 3.0423  0.41
H -1.3877 5.4246 4.3167  0.41
H -1.6509 2.9754 4.1320  0.43
H -0.1888 1.6772 2.6741  0.35
C -3.4149 1.1825 -0.7648  -1.12
O -2.4222 0.2010 -1.1617  -0.36
C -2.8510 -1.1342 -1.1264  0.73
C -4.1093 -1.5304 -1.5292  -0.51
C -4.4509 -2.8729 -1.4086  -0.38
Br -6.1637 -3.4309 -1.9408  -0.14
C -3.5518 -3.7919 -0.9003  -0.78
C -2.2744 -3.3869 -0.5190  0.48
C -1.9295 -2.0448 -0.6372  -0.21
O -0.7066 -1.5360 -0.2427  -0.23
C -1.3585 -4.3418 0.1214  0.53
N -1.7340 -5.2514 0.9482  -0.70
C -0.5583 -5.8704 1.3832  0.34
C -0.4007 -6.9279 2.2719  -0.79
C 0.8872 -7.3626 2.5188  -0.57
C 1.9920 -6.7598 1.9032  -0.62
C 1.8451 -5.6977 1.0275  -0.80
C 0.5489 -5.2691 0.7873  0.80
N 0.0401 -4.2206 -0.0073  0.27
H -4.0025 0.7709 0.0525  0.45
H -4.0550 1.4318 -1.6086  0.35
H -2.8831 2.0633 -0.4210  0.36
H -4.8232 -0.8223 -1.9248  0.50
H -3.8250 -4.8307 -0.7778  0.60
H -0.1650 -2.2855 0.0952  0.26
H -1.2594 -7.3883 2.7403  0.48
H 1.0512 -8.1863 3.1997  0.41
H 2.9836 -7.1319 2.1228  0.43
H 2.7027 -5.2311 0.5620  0.36
H 0.4438 -4.0712 -0.9268  -0.29

highest occupied orbital energy = -12.88 eV
net charge = +2
Kohn-Sham gap = 6.42 eV



5.
Here is C40H35FLuN8O5S2 as an isolated structure from OMol25. Energies are from wB97M-V/def2-TZVPD.

Each line ends with the Mulliken charge.
Positions of all 92 atoms, in Å:
Lu 0.7224 2.4842 -1.8575  1.64
N 5.6448 0.7204 4.9470  -0.52
C 4.8815 0.9179 3.8205  1.09
C 5.4420 1.4833 2.6674  -0.94
C 4.6784 1.6791 1.5375  -0.54
C 3.3430 1.2943 1.5357  -0.55
C 2.7789 0.7002 2.6566  -0.50
C 3.5413 0.5097 3.7898  -0.89
S 2.2952 1.6656 0.1707  2.29
O 2.9598 1.4867 -1.1212  -0.95
O 1.1105 0.8186 0.2845  -0.44
N 1.7205 3.1411 0.1763  -0.19
C 2.4981 4.1515 -0.3343  0.24
N 1.9142 4.8396 -1.3331  -0.27
C 2.5289 5.9480 -1.7303  -0.23
C 3.7542 6.3411 -1.2256  -0.90
C 4.3395 5.4734 -0.3198  -0.16
N 3.7227 4.3922 0.1363  -0.48
H 6.5081 1.2300 5.0120  0.22
H 5.1620 0.5884 5.8174  0.21
H 6.4865 1.7703 2.6733  0.29
H 5.0994 2.1326 0.6540  0.51
H 1.7411 0.3939 2.6213  0.47
H 3.1114 0.0398 4.6665  0.31
H 2.0237 6.5328 -2.4900  0.63
H 4.2322 7.2542 -1.5452  0.39
H 5.3425 5.6425 0.0584  0.43
S 0.5608 -0.6619 -5.6494  -0.38
C 0.3370 -1.7029 -4.2818  0.78
C -0.0173 -3.0459 -4.2498  -0.68
C -0.0649 -3.6744 -3.0186  -0.53
C 0.2442 -2.9771 -1.8482  -0.75
C 0.5697 -1.6352 -1.8758  -0.05
C 0.6016 -0.9808 -3.1070  -0.73
N 0.9445 0.3409 -3.3082  -0.12
C 1.0054 0.6445 -4.5721  0.46
C 1.3940 1.9598 -5.0638  1.36
C 1.7915 2.0977 -6.3969  -1.01
C 2.1982 3.3273 -6.8731  -0.68
C 2.1824 4.4119 -6.0082  -0.78
C 1.7708 4.2565 -4.6917  -0.04
C 1.3647 3.0339 -4.1412  -0.56
H -0.2329 -3.5858 -5.1621  0.43
H -0.3286 -4.7232 -2.9628  0.40
H 0.2349 -3.5039 -0.9004  0.48
H 0.8209 -1.0809 -0.9813  0.49
H 1.7958 1.2337 -7.0528  0.32
H 2.5240 3.4397 -7.8987  0.39
H 2.4920 5.3866 -6.3673  0.40
H 1.7579 5.1461 -4.0730  0.14
F -3.5833 -3.3792 -1.6036  -0.43
C -3.1810 -2.4889 -0.6689  0.46
C -2.6177 -1.3132 -1.0747  -0.48
C -2.2471 -0.3468 -0.1422  0.56
C -1.6371 0.9054 -0.5976  1.55
O -1.2471 1.0313 -1.7731  -1.08
C -1.5481 1.9242 0.4124  -0.10
C -1.7869 1.6227 1.7065  -0.54
N -2.1449 0.3878 2.1479  0.56
C -2.3754 0.1824 3.5538  -0.30
C -1.3964 0.7204 4.5448  -0.91
C -1.4932 -0.7592 4.3230  -0.49
C -2.4551 -0.5937 1.2251  -0.51
C -2.9827 -1.8313 1.6166  -0.46
C -3.3606 -2.7872 0.6868  -1.25
N -3.8863 -4.0180 1.1508  0.23
C -5.0306 -4.0312 2.0457  -0.70
C -4.7387 -5.0525 3.1693  -0.78
N -3.6621 -5.9592 2.6622  -0.11
C -3.9721 -6.4360 1.2803  -0.64
C -3.8633 -5.2180 0.3264  -0.77
C -1.2038 3.3861 0.0765  0.45
O -1.3227 4.1999 0.9715  -0.74
O -0.8784 3.5917 -1.1471  -0.70
H -2.4774 -1.1167 -2.1303  0.57
H -1.6814 2.4027 2.4495  0.79
H -3.4259 0.2265 3.8237  0.48
H -1.7993 1.1355 5.4570  0.27
H -0.5118 1.2216 4.1752  0.23
H -1.9400 -1.3786 5.0900  0.31
H -0.6822 -1.2305 3.7824  0.25
H -3.1013 -2.0524 2.6679  0.80
H -5.9366 -4.3272 1.5031  0.35
H -5.2009 -3.0427 2.4607  0.51
H -5.6136 -5.6498 3.4166  0.37
H -4.3726 -4.5713 4.0747  0.42
H -3.4892 -6.7341 3.2991  0.33
H -2.8215 -5.3795 2.5819  0.37
H -4.9755 -6.8565 1.2891  0.32
H -3.2700 -7.2201 1.0078  0.38
H -4.6852 -5.2515 -0.3944  0.48
H -2.9306 -5.2514 -0.2302  0.45

highest occupied orbital energy = -9.53 eV
net charge = +1
Kohn-Sham gap = 6.27 eV